1.
The following is a quantum chemistry calculation of a molecular structure, C8H24ClN4NdO7P2 at a distorted geometry, from the Open Molecules 2025 dataset.

Geometry as XYZ:
```
47
Properties=species:S:1:pos:R:3:forces:R:3:mulliken_spin:R:1
Nd 1.4971 2.6856 0.4802 2.6 0.7 -0.7 3.0020
Cl 3.2234 2.9097 -1.8920 0.4 1.0 0.5 0.0028
P -1.0033 0.8774 -0.6290 -2.5 -1.2 0.2 0.0010
P 0.8646 -0.6251 1.1668 0.0 -0.7 0.3 -0.0003
O -0.4154 -0.3294 0.2466 -0.2 -0.1 -0.1 -0.0016
O 2.3144 4.0551 -1.6929 0.1 0.1 -0.2 -0.0024
O 4.2851 3.0391 -2.7803 -0.5 0.5 -0.5 -0.0006
O 1.7940 0.5375 0.9424 1.0 1.3 -0.7 0.0041
O -0.4689 2.1804 -0.0772 0.4 0.7 0.4 0.0035
O 3.7336 2.6894 -0.5459 0.5 -0.3 2.1 -0.0048
O 2.3720 1.7956 -2.1191 -1.4 -1.6 -0.6 -0.0025
N -0.6375 0.4650 -2.1093 1.5 -1.1 -0.4 0.0003
N 0.3057 -0.5464 2.6873 -1.1 -0.7 -0.3 -0.0011
N -2.6165 0.9584 -0.4231 2.0 0.6 0.2 -0.0005
N 1.5182 -2.0283 0.7236 0.1 0.0 1.0 0.0002
C -1.1547 -0.3908 2.9836 0.9 0.0 0.2 -0.0006
C 1.1345 -1.1512 3.7544 -0.1 0.8 -0.1 0.0000
C -3.2239 1.6524 0.7014 -2.1 -1.1 -0.4 -0.0001
C 0.7260 -3.2392 1.0990 -1.5 1.5 -1.5 0.0000
C -3.4588 0.2484 -1.3280 -1.9 0.0 -0.2 0.0000
C -0.9867 1.3531 -3.2138 0.1 0.7 1.1 -0.0003
C 0.2751 -0.6906 -2.4505 -0.7 1.6 -1.2 -0.0003
C 2.8258 -2.1937 0.0356 0.0 0.4 -0.4 -0.0002
H 0.7891 -0.6843 4.6761 0.1 -0.3 0.1 -0.0001
H -4.2101 0.8995 -1.8089 0.5 0.1 0.1 0.0000
H 1.3478 -3.9786 1.5450 0.3 -0.6 0.2 0.0001
H 0.1344 -3.5491 0.2065 0.9 -0.5 0.4 -0.0001
H 2.6598 -2.2611 -1.0526 0.2 0.1 0.4 0.0000
H -3.4662 0.9828 1.5385 0.3 0.1 -0.2 0.0001
H -0.1467 1.9362 -3.5754 0.2 0.2 0.2 0.0000
H -0.2061 -1.6401 -2.2543 -0.1 -0.1 -0.2 -0.0001
H -1.6235 0.0543 2.1099 -0.2 -0.2 0.3 0.0005
H -1.3503 0.7968 -4.0300 -0.7 -0.8 -0.9 0.0000
H -4.1958 2.0113 0.3455 0.1 0.0 0.1 0.0000
H 1.0273 -2.2316 3.7995 0.0 -0.1 0.1 0.0000
H -1.6360 -1.3397 3.2684 0.2 0.3 -0.2 0.0000
H -4.0601 -0.4887 -0.8129 0.0 -0.5 0.2 -0.0001
H -2.7137 2.5055 1.0295 1.1 1.0 0.4 0.0000
H -0.1018 -2.9204 1.7488 0.5 -0.2 0.4 0.0000
H 2.1817 -0.8638 3.6181 -0.1 -0.2 0.0 0.0000
H 0.4799 -0.4682 -3.5224 -0.1 -0.9 0.7 0.0000
H 3.4944 -1.3273 0.2655 -0.6 -0.8 -0.2 0.0002
H 3.3009 -3.1433 0.3248 -0.2 0.5 0.3 0.0000
H 1.2144 -0.6094 -1.9504 0.6 0.0 0.5 0.0003
H -1.7593 1.9785 -2.7880 -0.3 0.6 -0.6 0.0001
H -1.2162 0.3017 3.8232 -0.2 0.0 0.0 0.0000
H -2.8478 -0.2137 -2.0643 0.1 -0.5 -0.7 0.0000
```
Forces are in eV/Å.

Calculated values
Largest force on an atom: 2.821 eV/A
Total charge: +2
Orbital gap (alpha / beta): 0.2791 / 0.3186 hartree
Spin multiplicity: 4
HOMO (alpha / beta): -15.9 / -15.9 eV
DFT total energy: -2768.640683 hartree
Energy above the lowest of the compared OMol25 structures with the same formula, charge and spin: 0.0 kJ/mol



2.
The following is a quantum chemistry calculation of a gas-phase ion, C7H11BrN3 (charge +1) at a distorted geometry, from the Open Molecules 2025 dataset.

Geometry as XYZ:
```
22
Properties=species:S:1:pos:R:3:forces:R:3:lowdin_charge:R:1
Br -2.0486 -1.7442 3.0958 -0.2 0.0 -0.3 0.7050
N 1.2282 1.1034 0.2723 -0.2 -0.2 -0.3 -0.1559
N -2.4904 -1.1358 0.5168 -0.4 -0.3 1.1 -0.1117
N 0.8358 -1.5986 -1.8138 0.1 -0.1 0.2 0.1770
C 0.7748 0.4923 -0.7286 -0.1 0.2 0.0 0.0883
C 1.8618 2.4029 0.1600 0.3 0.9 -0.1 -0.0018
C -2.3650 -0.7956 -0.8238 0.4 0.2 -0.9 -0.0876
C -1.2853 -0.5386 -1.5643 -0.2 0.0 0.1 -0.0174
C 1.1990 0.5635 1.6210 -0.1 -0.5 1.0 -0.0001
C -1.4842 -1.3600 1.3400 0.3 0.2 -0.5 -0.5412
C 0.1637 -0.5887 -1.2339 -0.1 -0.3 -0.3 -0.2868
H 0.9732 1.3656 2.3225 0.0 0.0 -0.1 0.1088
H 0.3541 -2.2941 -2.3586 -0.1 0.1 0.1 0.1296
H 1.9682 2.7025 -0.8784 -0.1 -0.2 0.0 0.1057
H -1.4572 -0.3361 -2.6146 -0.1 0.1 0.0 0.1272
H 2.1782 0.1588 1.8787 0.1 0.1 -0.1 0.1143
H 0.4455 -0.2264 1.6956 0.2 0.2 -0.1 0.0363
H -3.3259 -0.7585 -1.3240 0.1 0.0 0.0 0.1338
H 2.8437 2.3574 0.6298 0.0 0.0 0.0 0.1091
H -3.4632 -1.2198 0.8211 0.1 0.0 0.1 0.1279
H 1.8294 -1.6988 -1.7012 0.0 0.0 0.0 0.1293
H 1.2643 3.1487 0.6875 0.0 -0.1 0.0 0.1104
```
Forces are in eV/Å.

Calculated values
Largest force on an atom: 1.258 eV/A
Total charge: +1
Orbital gap: 0.3113 hartree
Spin multiplicity: 1
HOMO: -12.4 eV
DFT total energy: -3011.239293 hartree
Energy above the lowest of the compared OMol25 structures with the same formula, charge and spin: 270.7 kJ/mol



3.
The following is a quantum chemistry calculation of a molecular structure, C42H39BaGeN6O8 at a distorted geometry, from the Open Molecules 2025 dataset.

Geometry as XYZ:
```
97
Properties=species:S:1:pos:R:3:forces:R:3:lowdin_charge:R:1
Ba -0.1116 -1.1674 -0.4336 0.1 1.0 0.4 2.0587
Ge -1.4405 1.3631 3.7105 -0.2 -0.1 -0.1 1.0575
O -2.5023 -2.0549 0.0240 -1.0 -0.4 0.3 -0.0450
O -1.9082 1.5501 0.3143 0.1 -0.2 -0.1 -0.0430
O -2.3542 3.8449 -1.0847 -0.3 0.0 -0.3 0.0789
O -3.8247 0.0971 2.8540 0.0 0.1 0.1 0.1066
O -7.8058 1.2856 -1.6916 0.0 -0.1 0.0 0.0521
O -7.5190 -0.7573 -1.0629 0.0 0.1 -0.1 0.0504
O -2.0657 -0.7718 1.7434 -0.5 0.2 0.4 -0.0436
O -4.3701 4.5528 -0.8008 0.0 -0.1 -0.3 0.0507
N -0.0803 0.0027 -2.7109 -0.1 0.0 -0.3 -0.1914
N 2.1282 -0.3969 0.5578 0.3 0.1 0.1 -0.1621
N 1.5462 -2.9643 0.3756 0.3 -0.2 0.0 -0.1536
N 0.0704 -2.6719 -2.4917 0.1 -0.2 -0.2 -0.1582
N -7.1215 0.3863 -1.2285 0.1 0.1 0.1 -0.3653
N -3.5388 3.6581 -0.8836 0.2 -0.1 0.8 -0.3346
C 0.0065 1.4568 -2.6802 0.2 -0.3 -0.2 -0.2314
C 3.2623 1.3339 -0.8259 0.0 0.1 0.0 -0.1909
C -2.6493 0.1416 2.6825 0.1 -0.3 -0.1 -0.4527
C -1.5497 3.1425 2.9898 0.0 0.2 0.0 -0.3199
C 0.3246 0.6245 3.8579 0.2 -0.1 0.1 -0.3183
C 4.2848 -0.7607 1.5485 -0.1 0.0 -0.1 -0.0502
C 2.6483 0.9662 4.4159 0.0 0.1 0.0 -0.0845
C 3.2347 -3.6471 1.9334 -0.1 0.0 -0.1 -0.0545
C -2.7932 -1.0428 0.6197 -0.2 0.1 -0.1 -0.5248
C 1.4061 1.4784 4.0638 0.1 0.0 0.0 -0.1158
C -3.9877 2.2811 -0.6352 0.0 0.4 -0.3 -0.0410
C 2.9971 -1.1993 1.0986 0.1 -0.4 0.1 -0.2490
C -1.8317 5.7105 1.9411 0.0 0.0 0.0 -0.0848
C -0.8568 4.8569 1.4410 0.0 0.0 0.0 -0.0840
C -2.5136 4.0131 3.4950 -0.1 0.0 0.0 -0.1185
C 1.1374 -4.3423 0.1598 0.1 0.1 0.0 -0.2592
C 0.5184 -0.7516 3.9828 0.0 -0.1 0.0 -0.1025
C -0.7194 3.5803 1.9599 0.1 0.0 0.0 -0.1168
C 1.4461 2.0436 -2.5330 0.0 0.1 0.0 -0.1675
C 1.7572 -1.2649 4.3350 0.0 0.1 0.0 -0.0740
C 0.6257 -0.4722 -6.3186 0.0 0.1 -0.1 -0.1165
C -0.4189 -2.9604 -4.8351 0.1 0.0 0.1 -0.0438
C -5.7555 0.6960 -0.8367 -0.3 0.0 -0.1 -0.1435
C -0.3643 -2.7114 -6.1919 -0.1 -0.2 -0.1 -0.1220
C 5.3460 -2.6307 2.8636 -0.1 0.0 -0.1 -0.1497
C 2.3813 1.0277 0.3921 0.2 -0.3 0.1 -0.2533
C 2.5751 -2.6731 1.1263 0.2 0.3 0.0 -0.2556
C -3.0799 1.3239 -0.0555 -0.1 0.0 0.0 -0.3152
C -4.9452 -0.3119 -0.3251 0.2 0.2 0.0 0.0782
C 0.0270 -4.1063 -2.2441 0.0 0.1 -0.1 -0.2457
C -0.0535 -2.1824 -3.6976 0.0 0.4 -0.2 -0.2510
C 0.1366 -1.6328 -6.9043 0.0 0.1 0.1 -0.1472
C 2.5947 1.0769 -2.1791 0.0 -0.1 0.0 -0.1969
C 5.2723 -1.3651 2.2893 0.1 0.1 0.1 -0.1259
C 0.1260 -0.6675 -3.8081 0.1 -0.4 -0.1 -0.2567
C 2.8191 -0.3999 4.5658 0.0 -0.1 0.0 -0.0848
C 4.3918 -3.6201 2.6878 0.0 -0.1 0.1 -0.1238
C -5.2857 1.9928 -0.9793 0.2 -0.1 0.0 0.0794
C 0.6209 -0.0589 -5.0042 -0.1 0.0 0.1 -0.0345
C -0.0982 -4.4887 -0.7520 0.2 0.2 -0.1 -0.2011
C -2.6605 5.2911 2.9700 0.0 -0.1 0.0 -0.0899
C -3.6756 0.0089 0.0822 -0.1 -0.2 0.0 -0.0797
H -0.5961 1.8061 -1.8386 0.0 -0.1 0.0 0.0747
H -0.3009 -1.4427 3.8106 0.0 0.1 0.0 0.1015
H -5.9180 2.7716 -1.3753 0.0 0.0 0.0 0.1299
H 4.5946 -4.5552 3.2054 0.0 0.0 0.0 0.0960
H -0.7887 -3.9469 -4.5877 0.0 0.0 0.0 0.0769
H -3.4280 5.9493 3.3575 0.0 0.0 0.0 0.0989
H 2.7244 -4.6013 1.9549 0.0 0.0 0.0 0.0761
H -0.9568 -3.9692 -0.3068 0.1 0.0 0.0 0.0732
H 0.0153 2.9123 1.5268 0.0 0.0 0.1 0.0892
H -5.3261 -1.3179 -0.2271 0.0 0.0 0.0 0.1392
H 3.5773 2.3826 -0.7714 0.0 0.0 0.0 0.1133
H 4.5047 0.2638 1.2806 0.0 0.0 0.0 0.0813
H 3.7850 -0.8048 4.8363 0.0 0.0 0.0 0.1005
H 1.9053 -2.3339 4.4125 0.0 0.0 0.0 0.1045
H 1.2851 2.5521 3.9635 0.0 0.0 0.0 0.0980
H 1.4159 1.5348 0.2442 0.0 -0.1 0.1 0.0883
H 1.0519 0.2559 -7.0050 0.0 0.0 0.0 0.0961
H 3.4821 1.6393 4.5747 0.0 0.0 0.0 0.1037
H -0.3731 -5.5467 -0.7242 0.0 0.0 0.0 0.1066
H 0.1621 -1.7035 -7.9841 0.0 0.0 0.0 0.0805
H 2.8156 1.4530 1.3056 0.0 0.1 -0.1 0.1032
H -2.1451 1.3408 5.0775 0.0 0.0 0.0 0.0124
H 6.1284 -0.7213 2.4805 0.0 0.0 0.0 0.0987
H 1.7003 2.5586 -3.4617 0.0 0.0 0.0 0.0936
H -1.9514 6.6977 1.5123 0.0 0.0 0.0 0.1034
H -0.7380 -3.5330 -6.7990 0.0 0.0 0.0 0.0948
H -0.8229 -4.5690 -2.7606 0.0 0.0 0.1 0.0993
H 2.2522 0.0394 -2.2248 0.0 0.0 0.0 0.0929
H 0.9274 -4.5750 -2.6674 0.0 0.0 0.0 0.1257
H 1.9794 -4.9075 -0.2667 0.0 0.0 -0.1 0.1228
H -0.2281 5.1726 0.6182 0.0 0.0 0.0 0.1068
H 1.0338 0.9294 -4.8435 0.0 0.0 0.0 0.0820
H 3.3652 1.1449 -2.9501 0.0 0.0 0.0 0.1067
H 0.8959 -4.8405 1.1102 -0.1 0.0 0.0 0.1064
H -3.1721 3.6935 4.2954 0.0 0.0 0.0 0.0914
H 6.2167 -2.8670 3.4616 0.0 0.0 0.0 0.0810
H -0.4494 1.8643 -3.5892 0.0 0.1 0.1 0.1116
H 4.1693 0.7290 -0.7579 0.0 0.0 0.0 0.1008
H 1.4032 2.8312 -1.7740 0.0 0.0 0.0 0.0998
```
Forces are in eV/Å.

Calculated values
Largest force on an atom: 1.113 eV/A
Total charge: -1
Orbital gap: 0.2344 hartree
Spin multiplicity: 1
HOMO: -4.4 eV
DFT total energy: -4656.655232 hartree
Energy above the lowest of the compared OMol25 structures with the same formula, charge and spin: 110.9 kJ/mol



4.
The following is a quantum chemistry calculation of a molecular structure, C24H50Ge2N4O3P2Pd, from the Open Molecules 2025 dataset.

Geometry as XYZ:
```
86
Properties=species:S:1:pos:R:3:forces:R:3:mulliken_spin:R:1
Pd 0.0076 -0.2404 -0.0923 -0.5 -0.4 0.4 0.6332
Ge -0.4665 1.0102 1.9609 0.2 0.0 0.0 0.1371
Ge 0.7810 -1.7290 1.6570 0.1 0.3 0.2 0.1604
P -1.4139 -0.1079 -2.8689 -0.1 -0.1 0.1 0.0295
P 1.6632 -0.0074 -2.6951 0.1 0.0 0.4 0.0112
O 1.8627 0.1466 -1.2077 -0.3 -0.1 -0.3 0.0363
O -1.5576 -0.9085 -1.6071 0.4 0.3 -0.1 -0.0019
O 0.1353 0.2586 -3.1162 0.0 0.2 -0.2 0.0031
N 2.0541 -1.5211 -3.1651 0.1 -0.1 -0.1 0.0031
N -2.0042 -0.9157 -4.1326 0.0 -0.1 -0.1 -0.0008
N -2.0437 1.4010 -2.9013 -0.1 0.0 -0.1 0.0000
N 2.4417 1.1027 -3.5738 0.0 0.0 0.0 0.0021
C -0.1955 -0.1469 6.2106 0.0 -0.1 0.0 0.1159
C 2.0665 -1.8236 -4.5969 0.0 0.0 0.0 0.0000
C -0.9141 1.9299 5.1481 -0.1 0.1 0.0 0.0533
C -1.1641 2.4749 6.3784 0.0 0.0 -0.1 -0.0021
C 1.6705 -2.6569 -2.3313 0.0 0.0 0.0 -0.0044
C 0.3719 -1.1833 3.5127 0.0 0.1 -0.1 -0.0100
C -2.3819 1.2682 1.5916 -0.1 0.0 -0.2 0.0093
C -0.4486 0.3995 7.4384 0.0 0.0 0.0 -0.0098
C 3.3951 -2.3527 2.8099 0.0 0.0 0.1 0.0134
C -0.4241 0.5987 5.0091 0.0 0.1 0.1 0.2634
C -0.2378 -3.3558 1.2704 -0.1 -0.1 -0.2 0.0298
C 1.9824 1.6961 -4.8259 0.0 0.0 0.0 0.0009
C 0.7171 2.5528 1.7391 0.1 0.1 -0.2 0.0053
C -0.1060 -4.4201 2.3595 0.0 0.0 0.1 0.0060
C 2.7303 -1.8516 1.5276 0.2 0.0 -0.1 0.0009
C -3.5055 1.4992 -2.8153 0.0 0.0 0.0 0.0005
C -2.4307 -2.3137 -4.0562 0.0 0.0 0.0 0.0002
C -0.9337 1.7105 7.5286 0.0 0.0 0.1 0.1882
C -3.2760 1.8437 2.6872 0.0 0.0 0.1 0.0070
C -0.1692 0.0769 3.7069 0.1 -0.2 0.0 0.2712
C 3.8683 1.3051 -3.2978 0.0 0.0 0.0 0.0010
C 0.5571 3.7589 2.6610 0.0 0.0 0.1 -0.0003
C -1.3341 2.5427 -2.3273 0.0 0.0 0.1 -0.0008
C -2.0175 -0.3475 -5.4786 0.0 0.0 0.0 0.0004
H 1.2040 4.5731 2.3340 0.0 0.0 0.0 0.0008
H 3.0020 -3.3177 3.1344 0.0 0.0 0.0 -0.0004
H -3.8510 1.4787 -1.7782 0.0 0.0 0.0 -0.0001
H -4.3106 1.8883 2.3464 0.0 0.0 0.0 0.0010
H -1.5348 3.4862 6.4697 0.0 0.0 0.0 0.0021
H -3.4522 -2.3977 -4.4294 0.0 0.0 0.0 0.0001
H 4.0890 2.3707 -3.3552 0.0 0.0 0.0 0.0001
H -3.8225 2.4331 -3.2770 0.0 0.0 0.0 -0.0001
H -1.8824 3.4478 -2.5822 0.0 0.0 0.0 0.0000
H -1.1321 2.1409 8.5018 0.0 0.0 0.0 0.0015
H 0.1234 -3.7337 0.3107 0.0 0.0 0.0 0.0041
H -2.4189 1.9053 0.7022 0.0 0.0 0.0 -0.0015
H 2.5711 1.3224 -5.6674 0.0 0.0 0.0 0.0002
H 4.4849 0.7738 -4.0262 0.0 0.0 0.0 0.0001
H 1.7385 2.1669 1.7794 0.0 0.0 0.0 0.0017
H -1.3440 -0.9056 -6.1322 0.0 0.0 0.0 0.0001
H -1.2834 -3.0821 1.1153 0.0 0.0 0.0 0.0048
H -1.7839 -2.9420 -4.6723 0.0 0.0 0.0 0.0001
H 1.0586 -2.0258 -4.9767 0.0 0.0 0.0 0.0001
H 0.1792 -1.1583 6.1532 0.0 0.0 0.0 0.0069
H 2.3106 -3.5049 -2.5718 0.0 0.0 0.0 -0.0002
H -3.0261 -0.4014 -5.8913 0.0 0.0 0.0 0.0000
H -0.2767 -0.1712 8.3399 0.0 0.0 0.0 0.0046
H 0.8400 3.5286 3.6892 0.0 0.0 0.0 0.0001
H -3.9701 0.6758 -3.3548 0.0 0.0 0.0 -0.0001
H -1.7128 0.6968 -5.4559 0.0 0.0 0.0 -0.0002
H 3.2622 -1.6464 3.6320 0.0 0.0 0.0 -0.0067
H 2.1024 2.7794 -4.7786 0.0 0.0 0.0 -0.0001
H 0.9322 -4.7057 2.5355 0.0 0.0 0.0 0.0007
H 2.9605 -2.5143 0.6906 0.0 0.0 0.0 0.0016
H 4.4684 -2.4751 2.6663 0.0 0.0 0.0 0.0004
H 2.6837 -2.7049 -4.7649 0.0 0.0 0.0 0.0000
H -1.2679 2.4920 -1.2312 0.0 0.0 0.0 0.0010
H 4.1118 0.9587 -2.2958 0.0 0.0 0.0 -0.0013
H -2.7680 0.2965 1.2692 0.0 0.0 0.0 0.0130
H 2.5004 -0.9982 -5.1584 0.0 0.0 0.0 0.0001
H -2.3988 -2.6595 -3.0277 0.0 0.0 0.0 -0.0004
H -2.9896 2.8594 2.9641 0.0 0.0 0.0 -0.0001
H -0.4643 4.1455 2.6643 0.0 0.0 0.0 0.0001
H -0.5240 -4.0812 3.3089 0.0 0.0 0.0 -0.0016
H -1.0856 2.5177 4.2568 0.0 0.0 0.0 0.0039
H 0.5653 2.8578 0.6980 0.0 0.0 0.0 -0.0028
H -0.6452 -5.3251 2.0796 0.0 0.0 0.0 0.0012
H 0.9351 1.4688 -5.0031 0.0 0.0 0.0 -0.0001
H -3.2666 1.2283 3.5884 0.0 0.0 0.0 0.0016
H 3.1105 -0.8680 1.2476 0.0 0.0 0.0 0.0009
H -0.3300 2.6232 -2.7351 0.0 0.0 0.0 0.0000
H 0.6254 -2.9493 -2.4923 0.0 0.0 0.0 -0.0001
H 1.8134 -2.4072 -1.2823 0.0 0.0 0.0 0.0004
H 0.5890 -1.8346 4.3549 0.0 0.0 0.0 0.0098
```
Forces are in eV/Å.

Calculated values
Largest force on an atom: 0.741 eV/A
Total charge: +2
Orbital gap (alpha / beta): 0.2876 / 0.1995 hartree
Spin multiplicity: 3
HOMO (alpha / beta): -13.8 / -14.3 eV
DFT total energy: -6353.243537 hartree
Energy above the lowest of the compared OMol25 structures with the same formula, charge and spin: 40.8 kJ/mol